Computed, not measured: a 10-piece molecular cluster, C50H128N12O18 overall in a non-equilibrium geometry, with ωB97M-V with the def2-TZVPD basis set.

* Kohn-Sham gap: 8.71 eV
* net charge: 0
* SMILES: COCCNCCOC.COCCNCCOC.COCCNCCOC.COCCNCCOC.COCCNCCOC.COCCNCCOC.COCCNCCOC.COCCNCCOC.NC(N)=O.NC(N)=O
* ΔE to the lowest compared entry with this formula, charge and spin: 155.1 kcal per mole
* HOMO energy: -8.281 eV

Structure (XYZ):
```
208
C50H128N12O18 (ωB97M-V with the def2-TZVPD basis set)
C -1.38990 -6.63607 -1.70466
O -0.76844 -7.95387 -1.55143
C -0.07243 -8.23245 -0.34241
C 1.35670 -7.52688 -0.30828
N 1.42618 -6.66648 0.85809
C 0.72162 -5.43437 0.90774
C 1.28204 -4.52960 1.98536
O 0.14927 -3.74794 2.40959
C 0.48753 -2.86726 3.44140
H -2.12740 -6.48317 -0.91675
H -1.81714 -6.66543 -2.70701
H -0.62677 -5.87845 -1.52652
H 0.02447 -9.31802 -0.32666
H -0.63493 -7.91745 0.53649
H 1.49098 -6.93580 -1.21419
H 2.12959 -8.29355 -0.36274
H 1.02185 -7.21272 1.60524
H -0.32847 -5.65533 1.09899
H 0.72921 -4.90221 -0.04350
H 1.96275 -3.85819 1.46196
H 1.75603 -5.10442 2.78098
H 1.48499 -3.06577 3.83354
H -0.22424 -3.10397 4.23226
H 0.45998 -1.86493 3.01398
C 8.15486 4.74022 6.25151
O 8.72612 3.88382 5.27194
C 8.22234 4.19562 3.98634
C 6.63046 4.14157 3.75670
N 6.06600 2.85079 3.89686
C 4.70022 2.56521 3.47197
C 4.01456 1.31355 4.05899
O 4.14496 0.37075 3.02105
C 3.31731 -0.79193 3.12109
H 7.43733 5.53916 6.06459
H 9.03108 5.20430 6.70425
H 7.62575 4.16891 7.01424
H 8.70698 3.62874 3.19144
H 8.61300 5.15505 3.64724
H 6.61582 4.45949 2.71419
H 6.11696 4.89906 4.34883
H 6.42625 2.38431 4.71706
H 4.64878 2.40197 2.39550
H 4.03581 3.40591 3.67166
H 2.93669 1.35931 4.21454
H 4.47573 0.91677 4.96342
H 3.33750 -0.90676 4.20484
H 3.74617 -1.72208 2.74827
H 2.28968 -0.72350 2.76418
C -5.73025 3.29706 -2.77044
O -5.73226 3.48186 -1.34882
C -4.46004 3.45766 -0.68927
C -4.59269 3.47581 0.81996
N -5.13635 2.28490 1.52220
C -6.52753 2.00328 1.16738
C -6.99079 0.92717 2.20633
O -6.92438 1.37023 3.55644
C -7.67732 0.62795 4.42760
H -6.75959 3.15583 -3.09997
H -5.10448 2.53309 -3.23181
H -5.55118 4.25734 -3.25408
H -4.03238 4.39281 -1.05080
H -3.97317 2.49628 -0.85297
H -5.20355 4.32270 1.13258
H -3.57516 3.67549 1.15591
H -4.93898 2.35413 2.51031
H -6.57730 1.62243 0.14729
H -7.07670 2.90274 1.44573
H -6.37027 0.04468 2.05060
H -8.02804 0.75839 1.91696
H -8.65437 0.83806 3.99249
H -7.86477 1.00199 5.43410
H -7.48800 -0.44055 4.53034
C -1.71161 -2.91142 -1.06470
O -1.94176 -1.71962 -0.41996
C -3.05003 -1.66171 0.48029
C -2.94824 -0.48084 1.38894
N -1.93948 -0.83832 2.41648
C -1.68139 0.25454 3.39114
C -2.88382 0.60177 4.31823
O -3.37115 -0.49476 5.09317
C -2.47595 -0.97019 6.14459
H -1.24871 -2.75477 -2.03902
H -2.68165 -3.28170 -1.39637
H -1.02675 -3.57635 -0.53847
H -3.28590 -2.58113 1.01614
H -3.92677 -1.29939 -0.05651
H -3.92290 -0.22379 1.80375
H -2.47088 0.33533 0.84664
H -2.17448 -1.61010 3.02413
H -1.15791 1.08672 2.92045
H -0.86462 -0.12689 4.00391
H -3.66492 0.83388 3.59428
H -2.77938 1.49065 4.94040
H -2.82105 -1.94122 6.49972
H -2.41896 -0.24648 6.95767
H -1.50179 -1.12926 5.68220
C -2.96987 -0.08768 -7.28811
O -4.05211 -0.98438 -6.93389
C -5.27091 -0.34163 -6.44411
C -5.24626 0.25484 -5.02040
N -4.69950 -0.62420 -3.99335
C -4.88473 -0.19419 -2.60734
C -6.13507 -0.74511 -1.97450
O -6.51661 -2.11965 -2.26058
C -7.41607 -2.77790 -1.48917
H -2.37163 0.24548 -6.44004
H -3.30110 0.81010 -7.81002
H -2.35554 -0.63105 -8.00605
H -6.03137 -1.12247 -6.45357
H -5.47721 0.40599 -7.21001
H -6.27756 0.57574 -4.87358
H -4.65114 1.15984 -4.89838
H -4.96024 -1.59992 -3.98429
H -4.65325 0.85311 -2.41321
H -4.03279 -0.72977 -2.18847
H -6.89275 -0.02143 -2.27500
H -6.15630 -0.56116 -0.90034
H -7.04825 -3.43058 -0.69745
H -7.97546 -3.42424 -2.16549
H -8.10743 -2.12239 -0.95962
C -1.57966 6.22967 -0.13071
O -2.26646 5.63440 0.96584
C -2.36581 6.35886 2.21398
C -2.39723 5.36523 3.42227
N -1.36866 4.36869 3.37767
C 0.03427 4.83507 3.65241
C 1.04618 3.64546 3.35945
O 0.70559 3.09521 2.10587
C 1.52959 3.57803 1.04053
H -0.49348 6.14537 -0.16541
H -1.80175 7.28882 -0.00039
H -2.01358 5.75061 -1.00838
H -3.23197 7.01520 2.29802
H -1.52869 7.05273 2.29061
H -3.36413 4.87162 3.51995
H -2.34209 5.87927 4.38186
H -1.41246 4.07970 2.41089
H 0.21964 5.06527 4.70157
H 0.24686 5.74875 3.09735
H 0.92791 2.95210 4.19214
H 2.04617 4.06571 3.46679
H 2.57577 3.45041 1.31860
H 1.45880 4.63071 0.76676
H 1.38361 3.04839 0.09911
C 7.61504 2.29460 -0.13275
O 7.27007 0.88219 -0.37883
C 5.93875 0.66296 -0.75420
C 5.80868 -0.85801 -0.42394
N 4.70624 -1.59682 -1.03608
C 4.57181 -2.97448 -0.44428
C 3.79671 -3.91558 -1.42602
O 2.66004 -3.21285 -1.91970
C 1.88958 -4.06097 -2.67872
H 8.58908 2.32445 0.35557
H 6.75044 2.73428 0.36451
H 7.72756 2.83879 -1.07046
H 5.74520 0.96869 -1.78238
H 5.22765 1.26241 -0.18578
H 5.74007 -0.87191 0.66381
H 6.73388 -1.37262 -0.68332
H 3.94569 -0.93249 -1.05392
H 3.87208 -2.81542 0.37619
H 5.51748 -3.34978 -0.05318
H 3.45162 -4.73322 -0.79318
H 4.44076 -4.31150 -2.21122
H 0.94404 -3.54387 -2.51544
H 1.78070 -5.07672 -2.29862
H 2.25475 -4.05804 -3.70573
C 1.72285 3.79418 -3.27216
O 1.20495 2.56401 -3.67076
C 2.11045 1.59396 -3.23995
C 1.43861 0.17955 -3.36963
N 0.95468 0.05902 -4.73283
C 0.74988 -1.38295 -5.11603
C -0.61461 -1.94216 -4.80292
O -0.60568 -3.27868 -5.20440
C -1.86771 -3.87407 -5.08927
H 0.96281 4.53400 -3.52341
H 2.71074 3.94043 -3.70895
H 1.87163 3.76674 -2.19271
H 2.80644 1.80057 -2.42693
H 2.80623 1.67805 -4.07476
H 0.64774 0.17708 -2.61955
H 2.10066 -0.66167 -3.16430
H 0.14899 0.66062 -4.82793
H 1.51103 -1.99620 -4.63366
H 0.90175 -1.56642 -6.17970
H -1.33277 -1.33493 -5.35392
H -0.89708 -1.64597 -3.79268
H -2.66901 -3.19246 -5.37462
H -1.87565 -4.11180 -4.02554
H -1.90558 -4.88268 -5.50083
C 1.46603 -0.01857 -0.04805
O 2.49311 0.53344 -0.38876
N 0.44716 0.40906 0.63498
N 1.12324 -1.23654 -0.34297
H 0.43509 1.24735 1.19820
H -0.38488 -0.08984 0.91587
H 0.14799 -1.49124 -0.27886
H 1.80212 -1.73956 -0.89632
C 7.63374 -2.38074 -3.80897
O 8.61458 -2.84549 -4.42107
N 7.15229 -1.20776 -3.97809
N 7.16491 -2.83490 -2.61028
H 7.59261 -0.62427 -4.67504
H 6.40761 -0.84204 -3.40207
H 6.28408 -2.54919 -2.20704
H 7.64110 -3.61674 -2.18356
```